# 1
ORCA calculation (ωB97M-V/def2-TZVPD) on one molecule with the formula C20H29N3O3S in a non-equilibrium geometry.

XYZ file:
```
56
Properties=species:S:1:pos:R:3:forces:R:3
C 0.021 -4.906 0.833 0.0 0.1 0.2
C -0.369 -4.341 2.194 -0.2 -0.2 -0.2
H 0.148 -4.893 2.980 0.0 0.0 0.1
C -1.877 -4.435 2.452 0.3 0.2 0.4
N -2.616 -3.643 1.469 -0.1 -0.4 -0.1
C -2.489 -2.310 1.321 -0.5 -0.1 -0.4
O -1.774 -1.599 1.987 0.2 0.2 0.2
C -3.375 -1.746 0.186 0.2 0.0 0.2
N -2.975 -0.414 -0.149 0.0 -0.2 -0.1
C -1.771 -0.077 -0.694 0.3 0.5 -0.3
C -0.725 -0.883 -1.134 0.0 0.0 0.0
C 0.391 -0.258 -1.644 0.0 -0.2 0.0
C 0.453 1.133 -1.718 0.6 0.3 -0.3
C -0.577 1.946 -1.313 -0.2 0.0 0.0
C -1.716 1.340 -0.784 0.2 -0.5 0.0
C -2.941 1.825 -0.249 -0.3 0.0 0.1
C -3.661 0.735 0.133 -0.1 0.5 0.0
H -4.633 0.687 0.586 -0.1 0.0 0.1
H -3.235 2.851 -0.160 -0.1 0.2 0.1
H -0.489 3.016 -1.418 0.0 0.2 0.0
S 1.978 1.885 -2.267 0.2 0.1 0.2
O 2.721 0.916 -3.024 -0.2 -0.2 0.3
O 1.675 3.151 -2.874 -0.2 0.0 0.3
N 2.818 2.188 -0.877 -0.4 -0.1 -1.0
C 3.627 1.157 -0.292 0.2 -0.8 0.1
H 3.992 0.543 -1.119 0.2 0.0 0.2
C 2.913 0.259 0.735 -0.1 0.2 0.0
H 2.452 -0.587 0.222 0.1 -0.1 0.0
C 1.824 0.954 1.556 0.2 -0.1 0.1
H 0.909 1.016 0.964 -0.1 0.0 0.0
C 2.186 2.359 2.044 -0.3 0.0 -0.1
C 1.810 3.442 1.033 0.4 0.0 0.0
H 0.771 3.292 0.733 -0.1 0.1 0.0
C 2.705 3.455 -0.209 -0.5 0.7 0.2
H 2.308 4.153 -0.949 0.2 0.1 0.2
H 3.712 3.787 0.074 0.0 -0.1 -0.1
H 1.884 4.424 1.504 -0.1 0.1 0.0
H 1.638 2.558 2.968 0.1 0.0 0.0
H 3.251 2.416 2.275 0.1 0.0 0.1
H 1.601 0.317 2.415 -0.1 0.0 0.0
H 3.677 -0.140 1.406 0.0 -0.1 0.0
H 4.490 1.641 0.178 -0.1 0.0 -0.1
H 1.236 -0.819 -2.011 0.1 -0.2 0.0
H -0.776 -1.959 -1.069 0.0 -0.1 0.0
H -3.301 -2.393 -0.696 -0.1 0.0 0.1
H -4.415 -1.732 0.527 0.1 0.0 -0.1
H -3.247 -4.137 0.860 0.0 0.1 0.0
C -2.230 -3.985 3.868 0.0 -0.1 -0.2
H -3.303 -4.052 4.031 -0.1 0.0 0.1
H -1.916 -2.956 4.014 0.0 0.1 0.1
H -1.726 -4.615 4.595 0.1 -0.1 0.1
H -2.200 -5.473 2.310 0.0 0.1 0.0
H -0.072 -3.295 2.260 0.0 0.0 0.1
H 1.096 -4.834 0.691 0.1 0.0 -0.1
H -0.266 -5.954 0.753 0.0 -0.1 -0.1
H -0.464 -4.354 0.032 0.0 0.0 -0.1
```
Positions in Å, forces in eV/Å.

Properties
- Lowest unoccupied orbital energy: 0.0131 hartree
- Charge: 0
- E_HOMO: -8.236 eV
- Structure (SMILES): CC[C@@H](C)NC(=O)Cn1ccc2cc(S(=O)(=O)N3CCCCCC3)ccc21
- Energy above the lowest of the compared OMol25 structures with the same formula, charge and spin: 52.94 kJ/mol
- E_tot: -42659.465 eV



# 2
ORCA calculation (ωB97M-V/def2-TZVPD) on one molecule with the formula C20H29N3O3S in a non-equilibrium geometry.

XYZ file:
```
56
Properties=species:S:1:pos:R:3:forces:R:3
O 2.031 2.539 -0.016 -0.1 0.4 -0.3
C 2.541 1.462 0.252 0.2 -0.4 0.2
N 2.257 0.824 1.411 -0.1 0.2 0.2
C 2.800 -0.462 1.806 0.1 -0.1 -0.1
C 2.122 -1.589 1.082 0.3 -0.5 -0.1
C 0.786 -1.804 0.939 0.2 0.1 0.1
C 0.488 -2.948 0.166 0.0 -0.2 0.0
C 1.602 -3.587 -0.266 0.4 0.0 0.1
S 3.036 -2.806 0.255 -0.6 0.2 0.3
H 1.675 -4.468 -0.870 -0.1 -0.2 -0.2
H -0.511 -3.272 -0.061 -0.2 -0.1 -0.1
H 0.035 -1.164 1.367 -0.1 0.2 0.1
H 3.878 -0.495 1.629 -0.1 0.0 0.1
H 2.644 -0.562 2.885 0.1 0.1 -0.1
C 1.330 1.476 2.319 0.1 0.5 0.2
H 0.652 2.086 1.713 0.0 -0.2 0.2
H 0.753 0.724 2.859 0.0 0.0 0.0
C 2.065 2.386 3.313 -0.4 -0.2 0.1
O 2.938 3.280 2.678 0.2 0.3 -0.3
H 2.530 3.576 1.852 0.1 -0.1 0.0
H 2.683 1.795 3.996 -0.1 0.0 0.0
H 1.313 2.929 3.908 0.1 -0.2 0.0
C 3.532 0.810 -0.699 -0.1 0.2 -0.2
H 3.610 -0.263 -0.552 0.1 0.0 0.0
C 3.088 1.071 -2.143 0.0 0.1 0.1
C 1.845 0.306 -2.405 0.0 -0.5 0.0
N 1.651 -0.958 -2.221 1.3 0.5 0.2
N 0.363 -1.215 -2.538 -1.4 0.0 -0.4
C -0.170 -0.095 -2.898 0.1 -0.4 0.0
O 0.723 0.920 -2.839 -0.1 0.2 0.0
C -1.564 0.166 -3.328 -0.1 0.0 -0.1
H -1.757 1.234 -3.218 0.0 0.0 -0.1
H -1.654 -0.080 -4.390 0.0 0.1 0.0
C -2.575 -0.669 -2.538 0.3 0.1 0.2
H -3.579 -0.386 -2.859 -0.1 -0.1 0.0
H -2.418 -1.719 -2.790 -0.1 0.0 0.0
C -2.463 -0.522 -1.016 -0.4 0.0 -0.3
C -2.664 0.919 -0.544 0.4 -0.2 0.1
C -2.570 1.010 0.977 -0.3 0.1 -0.1
C -3.595 0.099 1.643 0.3 -0.1 0.1
C -3.399 -1.341 1.180 -0.3 0.1 -0.1
C -3.494 -1.429 -0.339 0.4 0.0 0.1
H -4.497 -1.130 -0.654 -0.1 0.0 -0.1
H -3.340 -2.462 -0.661 -0.1 0.0 -0.1
H -4.154 -1.986 1.637 0.1 -0.1 0.0
H -2.419 -1.699 1.504 0.1 -0.1 0.1
H -3.500 0.160 2.729 -0.1 0.0 0.0
H -4.601 0.430 1.376 -0.1 0.0 0.0
H -2.726 2.043 1.295 0.1 0.0 0.0
H -1.565 0.716 1.290 0.1 0.0 0.0
H -1.904 1.570 -0.981 0.0 0.1 -0.1
H -3.644 1.275 -0.871 -0.1 0.1 -0.1
H -1.463 -0.852 -0.718 0.0 0.0 0.1
H 2.882 2.132 -2.288 0.1 -0.1 0.0
H 3.868 0.748 -2.835 0.0 0.1 0.0
H 4.505 1.275 -0.525 0.0 0.0 0.1
```
Positions in Å, forces in eV/Å.

Properties
- Lowest unoccupied orbital energy: 0.0248 hartree
- Charge: 0
- E_HOMO: -8.673 eV
- Structure (SMILES): O=C(CCc1nnc(CCC2CCCCC2)o1)N(CCO)Cc1cccs1
- Energy above the lowest of the compared OMol25 structures with the same formula, charge and spin: 81.39 kJ/mol
- E_tot: -42659.170 eV



# 3
ORCA calculation (ωB97M-V/def2-TZVPD) on one molecule with the formula C20H29N3O3S2 in a non-equilibrium geometry.

XYZ file:
```
57
Properties=species:S:1:pos:R:3:forces:R:3
C -6.193 -3.348 -0.550 0.5 -2.0 0.2
C -5.584 -2.314 0.333 -3.1 0.9 -0.1
H -6.291 -1.412 0.473 1.0 -1.6 -0.1
H -5.362 -2.762 1.255 0.9 0.0 1.4
S -4.239 -1.716 -0.538 -4.0 6.9 10.1
O -4.701 -0.930 -1.533 -1.7 2.5 -7.6
O -3.312 -2.646 -0.307 7.5 -6.3 -0.9
N -3.890 -0.403 0.687 1.6 -2.5 -0.1
H -4.284 0.510 0.454 0.5 -0.4 -0.2
C -2.428 -0.404 1.173 -4.8 3.1 3.0
C -2.373 0.599 2.514 5.1 -11.1 -1.2
H -2.836 -0.085 3.211 -0.1 0.3 0.8
H -1.240 0.412 2.572 -1.4 1.7 1.0
H -2.817 1.438 2.484 -2.6 6.2 -0.8
H -2.183 -1.419 1.173 0.5 -1.5 1.4
C -1.705 0.223 0.149 5.7 -2.0 -7.2
C -2.087 1.478 -0.198 -6.1 9.5 -3.3
C -3.163 1.980 -1.002 4.9 5.0 2.6
C -3.250 3.537 -1.112 -1.6 -3.0 1.9
C -2.552 4.118 -0.073 -0.9 0.5 -2.4
S -1.486 2.984 0.507 2.6 -1.2 2.5
H -2.589 5.214 0.185 0.5 -1.5 -0.1
H -4.108 4.039 -1.585 0.6 -0.4 -0.1
H -3.737 1.399 -1.533 -3.0 -3.1 -3.0
N -0.205 0.479 0.054 -0.5 -7.0 11.9
C 0.471 -0.904 0.775 -2.7 0.2 0.3
H -0.112 -1.438 1.688 1.2 1.8 -2.0
C 1.889 -0.507 1.103 -5.5 -8.5 8.4
N 2.501 -0.260 0.078 9.4 5.5 -12.6
C 4.003 -0.407 0.028 -0.8 4.0 -1.6
C 4.849 0.784 -0.409 3.6 -18.1 3.5
C 6.177 0.453 -0.552 -0.1 -1.1 1.5
C 6.784 -0.730 -0.143 -3.8 -4.6 0.8
C 5.870 -1.949 0.131 -1.2 9.3 -1.3
C 4.499 -1.692 0.209 12.6 12.0 -4.6
H 3.933 -2.262 0.463 -11.5 -12.4 4.8
H 6.346 -2.786 0.174 2.4 -5.3 0.7
O 8.087 -1.054 0.075 0.3 2.1 -2.2
C 8.978 -0.004 -0.489 3.9 -3.7 11.4
H 8.836 0.896 0.320 1.0 -1.9 -1.6
H 10.064 -0.583 -0.311 -2.8 2.3 -1.2
H 8.680 0.427 -1.269 -2.0 2.4 -7.2
H 6.739 1.277 -0.645 2.6 2.8 -0.9
H 4.409 1.523 -0.523 -6.5 12.7 -2.1
C 1.882 1.042 -0.636 11.7 1.8 3.8
C 0.682 0.636 -0.914 -9.5 -1.1 -7.8
H 0.160 1.492 -1.279 0.0 1.3 -2.6
H 0.611 -0.243 -1.627 0.5 0.9 -0.2
H 2.535 1.359 -1.583 -1.5 -0.9 2.2
H 1.899 1.880 0.206 0.0 -1.3 -1.8
H 2.325 -1.531 1.481 -0.7 1.5 0.3
H 1.910 0.148 1.870 0.0 2.6 3.2
H 0.508 -1.668 -0.068 -0.2 0.8 0.9
H -1.790 -0.458 -0.763 -0.7 0.6 0.5
H -7.014 -3.916 -0.133 -0.5 0.4 0.2
H -6.443 -2.778 -1.373 -1.3 0.4 -2.3
H -5.489 -4.149 -0.878 -0.1 0.7 0.3
```
Positions in Å, forces in eV/Å.

Properties
- Lowest unoccupied orbital energy: 0.0244 hartree
- Charge: 0
- E_HOMO: -7.269 eV
- Structure (SMILES): CCS(=O)(=O)N[C@H](C)[C@@H](c1cccs1)N1CCN(c2ccc(OC)cc2)CC1
- Energy above the lowest of the compared OMol25 structures with the same formula, charge and spin: 1896.59 kJ/mol
- E_tot: -53474.444 eV



# 4
ORCA calculation (ωB97M-V/def2-TZVPD) on C20H29N3P2RuS as an isolated structure in a non-equilibrium geometry.

XYZ file:
```
56
Properties=species:S:1:pos:R:3:forces:R:3
C -1.628 2.998 -2.924 0.5 1.3 -0.2
C -1.360 1.790 -2.289 0.7 -1.1 0.3
C 0.047 1.398 -2.258 -1.2 1.0 -0.3
C 1.104 2.387 -2.293 -2.1 0.4 -0.8
C 0.729 3.696 -2.639 0.8 -1.0 -0.3
C -0.551 3.887 -3.136 -1.9 0.0 -0.1
C 2.426 1.913 -2.324 0.2 0.7 1.0
C 2.666 0.587 -1.965 0.0 -2.9 -0.5
C 1.525 -0.324 -1.950 1.4 -1.1 0.2
C 1.681 -1.747 -1.680 -0.3 1.2 0.1
C 2.927 -2.262 -2.013 1.6 0.1 -0.1
C 4.015 -1.377 -2.254 -0.5 -1.7 0.4
C 3.940 -0.016 -2.009 -0.6 0.5 -0.7
H -2.648 3.260 -3.289 0.9 -0.2 0.5
H 1.484 4.469 -2.783 -0.1 -0.2 0.1
H -0.730 4.751 -3.751 -0.2 0.4 0.1
H 3.235 2.607 -2.411 0.4 0.3 -0.1
H 3.082 -3.352 -2.140 -0.1 0.8 0.2
H 4.932 -1.783 -2.671 0.0 -0.1 0.4
H 4.834 0.587 -2.153 -0.2 0.0 0.1
N 0.337 0.093 -2.416 -1.4 -0.3 2.0
Ru -0.804 -0.389 1.825 3.4 0.4 -2.7
C -2.494 0.920 -1.676 0.9 0.0 -0.2
H -2.607 -0.074 -2.133 0.5 0.1 0.0
H -3.473 1.412 -1.850 0.5 -0.1 0.5
C 0.567 -2.629 -1.073 0.6 0.1 -0.5
H -0.361 -2.631 -1.659 0.1 0.2 0.1
H 0.919 -3.674 -0.998 0.0 0.3 -0.3
P -2.218 0.661 0.205 -0.8 0.7 -0.5
P 0.136 -2.186 0.659 -0.6 1.3 -0.2
C 1.412 -2.844 1.719 0.2 -0.9 -0.2
H 1.283 -2.527 2.765 0.1 -0.1 -0.6
H 1.367 -3.928 1.624 0.4 -0.2 0.3
H 2.370 -2.478 1.332 -0.1 -0.1 0.2
C -1.427 -2.988 1.003 0.0 -1.4 -0.1
H -1.210 -4.052 1.083 -0.6 -0.5 0.1
H -1.844 -2.618 1.957 0.0 -0.3 -0.4
H -2.101 -2.791 0.164 0.1 -0.2 0.3
C -2.533 2.368 0.792 -0.1 -0.1 -0.1
H -3.506 2.751 0.465 0.1 -0.1 0.0
H -2.481 2.379 1.887 0.0 0.1 -0.3
H -1.748 3.004 0.370 -0.1 0.0 0.2
C -3.682 -0.315 0.685 -0.5 0.1 -0.3
H -3.806 -0.312 1.774 0.1 0.0 -0.2
H -4.597 0.067 0.235 -0.1 0.1 0.0
H -3.537 -1.342 0.338 -0.1 0.2 0.1
H -0.125 0.997 1.878 0.4 1.2 0.0
H 0.994 -0.510 1.527 -1.6 1.0 0.4
N 0.885 1.137 4.324 -1.4 -0.4 1.0
C 0.051 0.040 4.398 1.0 -0.2 -1.4
N 0.712 -1.158 4.640 -0.9 0.1 1.3
S -1.609 0.008 3.912 0.1 0.3 1.4
H 1.481 1.249 5.139 0.3 0.1 -0.5
H 0.535 2.009 3.914 -0.1 -0.7 0.5
H 0.079 -1.973 4.660 0.4 0.8 0.2
H 1.325 -1.144 5.465 0.0 -0.1 -0.7
```
Positions in Å, forces in eV/Å.

Properties
- Lowest unoccupied orbital energy (alpha / beta): -0.1083 / -0.1912 hartree
- Charge: +1
- E_HOMO (alpha / beta): -8.123 / -10.578 eV
- <S²>: 8.81
- Energy above the lowest of the compared OMol25 structures with the same formula, charge and spin: 132.45 kJ/mol
- Multiplicity: 6
- E_tot: -57663.821 eV